A single C3H6N2OSi molecule in a non-equilibrium geometry, computed with ωB97M-V/def2-TZVPD.

Energy relative to the best compared isomer or geometry (same formula, charge and spin) in kcal per mole: 63.1
SMILES: [O-][n+]1cccn1[SiH3]
LUMO energy (spin up / spin down) in eV: 0.108 / 0.108
Kohn-Sham gap (spin up / spin down) in eV: 7.7 / 7.7

Structure (XYZ):
```
13
Properties=species:S:1:pos:R:3:forces:R:3
O 2.4097 -0.1588 -2.2963 -0.593 0.021 2.001
N 1.2452 -0.0766 -1.7715 0.651 0.809 0.703
C 0.1781 0.2767 -2.4616 1.097 0.885 -2.346
C -0.9835 0.2002 -1.7289 -2.569 0.406 -0.603
C -0.5958 -0.2469 -0.4944 -1.315 -0.091 1.779
N 0.7536 -0.1977 -0.3357 0.301 -1.637 -0.748
Si 0.8660 0.0467 1.6024 3.761 -0.163 -3.728
H 0.3849 0.6015 -3.5395 -0.559 -0.783 1.885
H -1.9682 0.5408 -2.1836 1.295 -1.103 1.097
H -1.1492 -0.7155 0.4132 0.402 1.315 -1.912
H 0.2195 -1.0481 2.1866 -0.973 -0.971 0.688
H 2.3921 -0.1368 1.7450 -1.200 0.531 0.415
H 0.2840 1.3469 1.5913 -0.298 0.781 0.768
```
Forces are in eV/Å.



C11H17Cl2F3O5PdS as an isolated structure in a non-equilibrium geometry, computed with ωB97M-V/def2-TZVPD.

LUMO energy (spin up / spin down) in eV: 5.162 / 4.070
Multiplicity: 5
Kohn-Sham gap (spin up / spin down) in eV: 4.8 / 5.1
Net charge: -2

Structure (XYZ):
```
40
Properties=species:S:1:pos:R:3:forces:R:3
C -0.6305 0.8613 -2.1024 0.165 -0.567 0.064
C -0.2880 -0.5197 -2.1853 -0.525 -0.729 -0.173
C 1.0504 -0.6703 -1.7136 -0.388 0.646 -0.075
C -1.1337 -1.6424 -2.5423 0.359 1.558 -1.710
C 1.5585 0.6195 -1.4099 -1.214 0.957 -0.529
C 0.5420 1.5793 -1.7127 1.287 -1.482 0.704
C 0.6610 3.0429 -1.5830 -0.174 0.357 0.010
C -1.9571 1.4330 -2.3833 -0.208 0.392 -0.039
C 1.7434 -1.9618 -1.5789 0.324 -0.436 0.140
C 2.9053 0.8908 -0.8611 0.369 0.206 0.006
Pd -1.1806 -0.1045 1.3003 0.355 -0.408 -0.445
Cl -1.2460 -2.5547 -0.0151 0.261 -1.515 1.122
Cl -3.3418 -0.3979 0.6054 -2.466 -0.196 -0.267
O 0.6700 0.5360 1.5659 1.680 -0.249 1.346
H -1.9966 -1.3549 -3.1654 0.195 -0.180 0.259
H -1.5603 -2.0890 -1.4834 0.146 0.085 -0.059
H -0.5536 -2.4620 -2.9812 -0.288 -0.047 0.220
H 1.1128 -2.6830 -1.0400 0.092 0.220 -0.093
H 2.6882 -1.8551 -1.0398 -0.102 -0.043 -0.063
H 1.9651 -2.3901 -2.5671 -0.024 0.031 0.045
H 3.2767 0.0199 -0.3186 -0.037 0.161 0.075
H 2.8805 1.7372 -0.1738 -0.033 -0.123 0.098
H 3.6342 1.1292 -1.6508 -0.059 -0.049 0.019
H 1.6345 3.2947 -1.1474 -0.263 0.145 -0.072
H -0.1556 3.4156 -0.9442 0.291 -0.105 -0.068
H 0.5675 3.5222 -2.5730 0.101 0.004 0.231
H -2.7541 0.8156 -1.9556 0.150 0.053 0.065
H -2.1078 1.5154 -3.4672 -0.068 -0.048 -0.081
H -2.0286 2.4316 -1.9449 -0.090 -0.187 0.017
H 0.9991 0.0430 2.3675 -0.206 0.843 -1.320
O -1.4939 1.7921 0.6168 0.210 2.124 -0.284
H -0.9209 2.2583 1.2598 -0.086 -0.347 -0.673
F -0.5333 -0.8751 6.4471 -0.279 0.075 -0.404
C -1.0608 -0.8530 5.2019 -0.392 0.032 -0.818
F -2.2963 -1.4356 5.2590 0.942 0.690 0.205
F -1.2056 0.4467 4.8280 -0.093 -1.022 0.555
S 0.0068 -1.7668 3.9559 -0.664 0.251 -1.776
O 1.1816 -0.9002 3.8350 -0.614 -0.904 0.766
O 0.2061 -3.0582 4.5741 0.068 0.236 0.126
O -0.8388 -1.8100 2.7232 1.278 -0.429 2.877
```
Forces are in eV/Å.



C50H59N15O2Ta as an isolated structure in a non-equilibrium geometry, computed with ωB97M-V/def2-TZVPD.

Energy relative to the best compared isomer or geometry (same formula, charge and spin) in kcal per mole: 0.9
LUMO energy in eV: -5.309
Kohn-Sham gap in eV: 4.8
Net charge: +1

Structure (XYZ):
```
127
Properties=species:S:1:pos:R:3:forces:R:3
Ta -0.3211 0.0271 -0.4663 0.474 0.033 0.372
C -5.1944 4.2881 -1.8040 -0.056 0.046 0.004
C -3.8130 3.7072 -1.7793 0.065 -0.016 0.038
C -3.3155 3.0029 -2.8756 0.019 -0.013 0.001
C -2.0794 2.3863 -2.8341 0.055 0.017 0.120
C -1.2847 2.4749 -1.6905 -0.089 0.112 -0.004
N -0.0558 1.7677 -1.5500 0.120 -0.356 -0.181
C 1.0131 2.1193 -2.3723 0.405 0.065 -0.137
C 0.8711 2.9800 -3.4736 -0.022 -0.145 0.144
C 1.9080 3.2431 -4.3410 0.049 -0.030 0.020
C 3.1603 2.6618 -4.1730 -0.044 -0.041 0.114
C 4.2795 2.9016 -5.1419 0.055 0.007 -0.040
C 3.3450 1.8743 -3.0498 -0.132 0.053 -0.059
C 2.3187 1.6446 -2.1381 -0.151 0.080 -0.234
N 2.6676 0.9611 -0.9320 0.042 0.184 0.033
C 3.9064 0.7769 -0.4369 -0.036 -0.050 0.123
C 3.7946 0.2022 0.8124 -0.084 0.009 -0.085
C 2.4283 0.0714 1.0164 0.066 0.112 0.072
N 1.7596 0.5582 -0.0313 0.094 -0.246 0.354
C -1.7809 3.1864 -0.5990 -0.084 -0.085 -0.353
C -3.0291 3.7922 -0.6369 0.098 -0.093 -0.068
N -1.0104 3.2173 0.5835 0.122 0.076 0.030
C -0.8031 4.2596 1.4110 0.088 0.078 0.077
C 0.0864 3.8478 2.3752 -0.061 0.042 -0.039
C 0.3626 2.5152 2.0548 0.021 0.030 -0.130
N -0.2984 2.1448 0.9673 -0.327 -0.266 0.015
H -5.5021 4.5314 -2.8196 -0.004 0.004 -0.003
H -5.2558 5.1913 -1.1991 -0.017 0.014 0.010
H -5.9089 3.5677 -1.4016 -0.025 -0.007 0.009
H -3.9194 2.9208 -3.7704 -0.010 -0.005 -0.019
H -1.7214 1.8232 -3.6866 0.013 -0.016 -0.024
H -0.0822 3.4443 -3.6617 -0.061 0.001 0.010
H 1.7302 3.8980 -5.1840 -0.001 0.015 -0.020
H 3.9032 3.3102 -6.0775 0.001 0.005 -0.018
H 4.8092 1.9764 -5.3671 0.021 -0.009 -0.009
H 5.0040 3.6103 -4.7365 0.013 0.005 -0.006
H 4.3155 1.4253 -2.8924 0.016 -0.024 0.003
H 4.7805 1.0889 -0.9747 0.008 0.030 -0.012
H 4.5940 -0.0778 1.4727 0.025 -0.012 0.027
H 1.8867 -0.3545 1.8462 0.006 -0.020 0.013
H -3.4103 4.2823 0.2497 -0.008 0.017 0.029
H -1.2761 5.2083 1.2307 -0.018 0.035 0.000
H 0.4805 4.4248 3.1906 0.012 0.030 0.036
H 1.0059 1.8203 2.5630 -0.001 -0.027 0.034
C -0.1475 -7.7752 -2.1164 0.004 0.038 0.016
C -1.0274 -6.8632 -1.2608 -0.041 -0.014 0.041
C -1.0810 -7.4353 0.1636 -0.008 0.001 -0.038
C -2.4397 -6.8545 -1.8618 0.006 -0.018 0.009
C -0.5032 -5.4286 -1.2014 0.026 -0.060 -0.023
C -1.1867 -4.4776 -0.4935 -0.028 0.288 0.047
C -0.7092 -3.1498 -0.4692 0.202 -0.216 -0.469
N -1.1774 -2.0939 0.2357 -0.136 -0.381 -0.069
C -2.0771 -2.0391 1.1761 0.017 0.019 -0.075
C -3.2153 -2.8651 1.4088 0.143 -0.040 0.004
C -3.9106 -2.7046 2.5530 -0.097 -0.122 -0.024
C -3.4002 -1.7754 3.5304 0.217 0.287 0.103
C -2.3496 -0.9157 3.3682 -0.198 -0.094 0.252
C -1.6983 -0.9558 2.0935 -0.084 0.088 -0.024
O -0.7486 -0.1911 1.7327 0.169 -0.233 -0.367
C -1.9520 0.0990 4.4319 -0.073 0.046 0.048
C -2.3471 1.4968 3.9315 0.040 -0.016 -0.025
C -2.6737 -0.1573 5.7573 0.003 0.021 -0.053
C -0.4452 0.0154 4.7074 0.026 0.005 -0.033
C -5.2156 -3.4661 2.7740 -0.009 -0.006 0.038
C -6.2107 -3.0348 1.6867 -0.004 0.009 0.013
C -5.8371 -3.1825 4.1427 0.037 0.010 -0.019
C -4.9489 -4.9742 2.6619 0.016 0.030 -0.005
C 0.5187 -2.7986 -1.0964 -0.287 -0.182 -0.314
O 0.9275 -1.5437 -0.9514 -0.361 0.872 0.523
C 1.2575 -3.7769 -1.7868 0.063 0.159 0.087
C 0.6966 -5.0420 -1.8301 0.005 -0.023 -0.031
C 2.6403 -3.4875 -2.3692 0.073 -0.042 -0.013
C 3.2242 -4.7110 -3.0836 -0.028 0.056 0.029
C 2.5937 -2.3322 -3.3752 0.043 0.029 0.013
C 3.5804 -3.1260 -1.2073 -0.035 0.045 -0.005
H -0.5772 -8.7764 -2.1326 -0.019 -0.016 0.005
H 0.8631 -7.8608 -1.7147 0.030 -0.002 0.008
H -0.0856 -7.4278 -3.1487 0.007 0.011 -0.027
H -1.4473 -8.4621 0.1394 -0.013 -0.024 0.002
H -1.7497 -6.8592 0.8045 -0.014 0.015 0.019
H -0.0911 -7.4374 0.6218 0.024 0.001 0.005
H -2.8255 -7.8726 -1.9215 -0.015 -0.023 -0.002
H -2.4352 -6.4311 -2.8668 0.003 0.009 -0.021
H -3.1329 -6.2732 -1.2525 -0.021 0.020 0.013
H -2.0733 -4.7441 0.0560 -0.084 -0.005 0.025
H -3.5687 -3.5256 0.6326 0.051 -0.005 -0.082
H -3.9343 -1.7300 4.4661 0.019 0.007 0.033
H -3.4271 1.5548 3.7946 -0.044 0.011 0.002
H -1.8820 1.7284 2.9765 -0.023 0.002 0.024
H -2.0489 2.2491 4.6638 0.018 0.014 0.010
H -3.7522 -0.0203 5.6715 -0.032 0.002 -0.002
H -2.3172 0.5610 6.4950 0.008 0.014 0.012
H -2.4745 -1.1580 6.1444 0.006 -0.033 0.010
H 0.1409 0.2001 3.8103 0.001 -0.010 0.040
H -0.1812 -0.9685 5.0988 0.022 -0.030 0.013
H -0.1694 0.7589 5.4558 0.004 0.020 0.020
H -6.3919 -1.9606 1.7256 -0.013 0.039 -0.007
H -7.1598 -3.5522 1.8295 -0.027 -0.012 0.007
H -5.8449 -3.2732 0.6882 0.013 -0.006 -0.033
H -6.0889 -2.1280 4.2629 -0.012 0.030 0.011
H -5.1810 -3.4831 4.9613 0.016 -0.010 0.026
H -6.7609 -3.7511 4.2399 -0.021 -0.015 -0.008
H -4.6147 -5.2508 1.6612 0.023 -0.007 -0.024
H -5.8647 -5.5281 2.8670 -0.031 -0.011 -0.006
H -4.1900 -5.2938 3.3768 0.016 -0.019 0.030
H 1.2322 -5.8052 -2.3683 0.064 -0.021 -0.036
H 2.6116 -5.0162 -3.9334 -0.020 -0.011 -0.015
H 3.3481 -5.5630 -2.4136 -0.005 -0.022 0.022
H 4.2117 -4.4550 -3.4673 0.007 0.017 -0.006
H 1.8901 -2.5349 -4.1826 -0.023 -0.010 -0.021
H 3.5848 -2.2074 -3.8147 0.040 0.013 -0.017
H 2.2975 -1.3949 -2.9116 0.005 -0.014 -0.016
H 3.6799 -3.9606 -0.5110 -0.007 -0.020 0.018
H 3.2173 -2.2566 -0.6593 0.016 -0.016 -0.009
H 4.5721 -2.8928 -1.5980 0.038 0.007 -0.015
N -3.3435 -0.9007 -2.3549 0.026 0.030 -0.006
C -3.5023 -0.2507 -1.1610 0.015 0.009 0.117
N -4.6705 -0.0476 -0.5852 0.126 -0.093 -0.208
N -4.3752 0.6000 0.5531 -0.135 0.035 0.129
N -3.1213 0.7865 0.6768 0.114 0.017 0.078
N -2.4930 0.2449 -0.4129 -0.028 0.076 0.019
C -2.1401 -0.8501 -3.0091 0.159 0.043 0.030
N -1.9441 -0.9909 -4.3032 -0.347 -0.018 0.267
N -0.6227 -0.7942 -4.4642 0.123 -0.031 -0.115
N -0.0438 -0.5560 -3.3547 0.024 -0.062 0.085
N -0.9881 -0.6055 -2.3682 -0.445 -0.099 -0.288
H -4.1726 -1.0442 -2.9112 -0.001 0.007 -0.002
```
Forces are in eV/Å.



C3H4MgO4Sm as an isolated structure in a non-equilibrium geometry, computed with ωB97M-V/def2-TZVPD.

Energy relative to the best compared isomer or geometry (same formula, charge and spin) in kcal per mole: 0.0
LUMO energy (spin up / spin down) in eV: -5.428 / -5.345
Multiplicity: 8
Kohn-Sham gap (spin up / spin down) in eV: 1.3 / 5.2
Net charge: +1

Structure (XYZ):
```
13
Properties=species:S:1:pos:R:3:forces:R:3
O 4.6511 0.2047 -1.3275 -5.224 2.182 -2.322
C 3.5892 0.9734 -1.5524 4.148 0.796 5.101
O 3.6152 2.2991 -1.1375 -1.903 -3.587 -2.644
C 4.8890 2.9960 -1.2600 1.032 0.690 0.095
Mg 6.1830 1.3343 -1.0664 1.918 0.342 0.324
H 0.6232 -0.4242 0.6728 -0.969 -0.443 0.538
H 4.8755 3.7705 -0.4789 -0.129 -0.322 -0.211
H 4.8880 3.5275 -2.2306 -0.238 -0.244 0.359
H 2.5700 0.5618 -1.5732 0.409 0.152 -0.734
O -1.2315 -0.0652 1.5536 0.044 0.450 -0.174
C -0.2848 -0.8335 1.2153 0.446 0.235 -0.087
O -0.3548 -2.0609 1.5156 0.259 -0.308 -0.163
Sm -2.4157 -1.7904 2.5731 0.208 0.058 -0.083
```
Forces are in eV/Å.